[1]
DFT (wB97M-V/def2-TZVPD) results for a structure of composition C34H39BeBr5CsF4INNaO7.

Element x y z (Å)
1 C 5.1152 -2.6575 0.7488
2 C 3.9196 -2.3854 -0.3350
3 C 2.5831 -2.9841 0.3218
4 C 1.2289 -2.2686 -0.1251
5 C 0.6993 -2.6186 -1.5834
6 C 1.4274 -3.6135 -2.5945
7 C 2.4725 -2.9484 -3.6086
8 C 2.5958 -3.9849 -4.8687
9 I 1.8787 -1.0323 -4.4521
10 C -0.6488 -1.9910 -2.0626
11 C -1.4718 -1.0263 -1.1222
12 C -0.9082 -0.6390 0.3512
13 C 0.4556 -1.2672 0.8461
14 C 1.0041 -0.8999 2.3253
15 C 2.4941 -0.2806 2.3518
16 C 2.5971 1.3157 2.2148
17 F 3.9473 1.6643 2.6382
18 Br 1.3943 2.3086 3.4616
19 C 2.5056 1.8619 0.6767
20 F 2.5310 0.8250 -0.2902
21 F 3.7260 2.7027 0.4043
22 Br 0.9608 3.0781 0.3719
23 C -1.8400 0.3435 1.2185
24 O -1.4641 1.3114 1.9269
25 C -3.4560 0.0897 1.1252
26 C -4.3931 0.2178 2.4018
27 C -5.9608 -0.0142 2.1804
28 F -6.8124 0.1128 3.3233
29 C -6.5214 -0.3876 0.7223
30 C -5.5676 -0.5076 -0.5518
31 C -4.0023 -0.2659 -0.3481
32 C -2.9309 -0.3915 -1.5780
33 O -3.2204 -0.0597 -2.8160
34 H 6.0539 -2.0592 0.4982
35 H 4.7627 -2.5666 1.8288
36 H 5.3978 -3.7706 0.5923
37 H 3.8782 -1.2567 -0.4852
38 H 4.2111 -2.9839 -1.2587
39 H 2.4768 -4.1012 0.0489
40 H 2.6126 -2.9630 1.4754
41 H 0.5961 -4.1450 -3.1928
42 H 1.9550 -4.4249 -1.9680
43 H 3.5311 -2.8303 -3.2121
44 H 3.0881 -3.3828 -5.7160
45 H 3.2957 -4.8204 -4.5318
46 H 1.5636 -4.3474 -5.2067
47 H -1.0686 -2.2507 -3.0881
48 H 1.0712 -1.9216 2.8683
49 H 0.2307 -0.2990 2.9265
50 H 2.9274 -0.5327 3.3940
51 H 3.2181 -0.7318 1.5962
52 H -3.8982 0.4999 3.3995
53 H -7.6543 -0.5534 0.6217
54 H -6.0212 -0.7711 -1.5595
55 Na -5.2782 2.0851 1.4029
56 Br -4.8998 -2.8407 -0.7516
57 O 4.2127 2.3079 -2.7189
58 H 3.6305 2.1285 -1.9739
59 H 4.7907 3.0245 -2.4009
60 Cs -1.4602 1.7520 -2.2084
61 Br 4.4560 -0.4942 -3.6503
62 C 0.7543 -4.4998 7.9614
63 C 2.1195 -4.2495 8.1032
64 C 2.8624 -3.8097 7.0147
65 C 2.2254 -3.6202 5.7876
66 C 0.8646 -3.8755 5.6375
67 C 0.1292 -4.3169 6.7307
68 N 2.9854 -3.1335 4.6411
69 O 4.1827 -2.9269 4.7851
70 O 2.3701 -2.9534 3.5948
71 H 0.1755 -4.8376 8.8162
72 H 2.6010 -4.3950 9.0648
73 H 3.9229 -3.6178 7.1367
74 H 0.3625 -3.7329 4.6831
75 H -0.9321 -4.5142 6.6238
76 Be -4.5906 -3.2522 -3.3259
77 O -1.6810 -3.0036 4.4735
78 H -2.4729 -2.9389 3.9452
79 C -2.4497 8.8782 -3.8485
80 C -2.2951 7.6998 -4.7954
81 O -3.3557 6.7563 -4.7067
82 C -4.6597 7.2428 -4.9999
83 C -4.7968 7.8010 -6.4058
84 H -2.5234 8.5297 -2.8134
85 H -1.5917 9.5500 -3.9334
86 H -3.3493 9.4578 -4.0620
87 H -1.3785 7.1621 -4.5405
88 H -2.1759 8.0389 -5.8290
89 H -4.9641 7.9814 -4.2509
90 H -5.3406 6.3937 -4.8892
91 H -4.1423 8.6590 -6.5712
92 H -5.8246 8.1234 -6.5877
93 H -4.5323 7.0408 -7.1460
94 Br 5.4828 3.0040 -0.2983

Atoms 1-2, force components in eV/Å:
-0.127 -1.332 -1.078
0.818 -0.332 1.898

Summary:
Kohn-Sham gap   1.48 eV
Spin multiplicity   1
Calculated total energy   -15663.79042 a.u.
HOMO energy   -5.7 eV

=====

[2]
DFT (wB97M-V/def2-TZVPD) results for a structure of composition C34H39FeIN6O4S.

Element x y z (Å)
1 Fe 1.1700 -0.1361 -0.0453
2 C 1.0340 4.4299 -0.4870
3 C 2.3738 3.7836 -0.3170
4 N 3.3939 4.5184 0.0435
5 C 4.6043 3.9349 0.2079
6 C 4.8387 2.6095 -0.0265
7 C 6.2022 2.0193 0.2025
8 O 6.2073 1.0038 1.1958
9 C 3.7499 1.7836 -0.4098
10 C 3.9888 0.4049 -0.7420
11 N 3.0888 -0.5204 -0.8117
12 C 3.4492 -1.7554 -1.4028
13 C 4.1751 -1.7750 -2.5934
14 C 4.4908 -2.9695 -3.2168
15 C 4.0705 -4.1715 -2.6677
16 C 3.3356 -4.1702 -1.4926
17 C 3.0258 -2.9733 -0.8663
18 I 1.9329 -3.0147 0.9062
19 C 2.4685 2.3623 -0.5252
20 O 1.3952 1.6990 -0.8185
21 H 1.1275 5.5036 -0.3434
22 H 0.3156 4.0278 0.2307
23 H 0.6279 4.2221 -1.4787
24 H 5.4071 4.5872 0.5304
25 H 6.8973 2.8149 0.4829
26 H 6.5804 1.5832 -0.7300
27 H 5.3514 0.9858 1.6484
28 H 5.0159 0.1295 -0.9798
29 H 4.4582 -0.8332 -3.0462
30 H 5.0503 -2.9588 -4.1428
31 H 4.3010 -5.1097 -3.1538
32 H 2.9993 -5.1032 -1.0616
33 C -0.5781 1.6492 4.8979
34 N 0.4140 1.2008 3.9489
35 C 1.8397 1.4272 4.0503
36 C 2.3411 0.7899 2.7549
37 O 3.5032 0.6995 2.4325
38 N 1.2530 0.3678 2.0314
39 C 0.1570 0.6175 2.7660
40 N -1.0586 0.2789 2.3683
41 H -0.0904 1.8373 5.8514
42 H -1.3297 0.8749 5.0588
43 H -1.0699 2.5701 4.5735
44 H 2.2780 0.9383 4.9211
45 H 2.0975 2.4889 4.0642
46 H -1.1688 -0.1234 1.4274
47 H -1.8678 0.6665 2.8205
48 C -1.8511 1.9159 -1.5378
49 S -2.4477 2.5405 0.0379
50 O -0.6747 -0.7444 -0.1394
51 C -4.1412 2.0517 0.0237
52 C -4.7886 1.5303 -1.0914
53 C -6.1249 1.1594 -1.0100
54 C -6.8300 1.3048 0.1738
55 C -6.1861 1.8320 1.2869
56 C -4.8543 2.2008 1.2141
57 H -2.0451 0.8474 -1.6207
58 H -0.7731 2.0717 -1.5251
59 H -2.2933 2.4595 -2.3715
60 H -4.2574 1.4008 -2.0240
61 H -6.6134 0.7502 -1.8855
62 H -7.8699 1.0120 0.2318
63 H -6.7235 1.9547 2.2187
64 H -4.3585 2.6143 2.0857
65 C -3.8171 -1.3596 0.3579
66 N -3.5761 -2.7705 0.5840
67 C -4.4082 -3.5785 -0.2866
68 C -2.1575 -3.1292 0.5069
69 C -1.4875 -2.8921 -0.8294
70 C -1.5031 -3.8701 -1.8148
71 C -0.9058 -3.6806 -3.0572
72 C -0.2825 -2.4718 -3.3243
73 C -0.2467 -1.4808 -2.3543
74 C -0.8165 -1.6837 -1.0918
75 H -4.8793 -1.1454 0.4845
76 H -3.5227 -1.0251 -0.6492
77 H -3.2636 -0.7622 1.0825
78 H -5.4573 -3.3608 -0.0800
79 H -4.2338 -4.6374 -0.0868
80 H -4.2280 -3.3950 -1.3574
81 H -2.0804 -4.1895 0.7611
82 H -1.6320 -2.5671 1.2819
83 H -1.9868 -4.8162 -1.5940
84 H -0.9283 -4.4640 -3.8031
85 H 0.1783 -2.2948 -4.2884
86 H 0.2203 -0.5224 -2.5652

Atoms 1-2, force components in eV/Å:
0.051 0.219 -0.113
-0.001 0.005 0.001

Summary:
Kohn-Sham gap (alpha / beta)   7.64 / 7.62 eV
Spin multiplicity   5
Calculated total energy   -3908.20653 a.u.
HOMO energy (alpha / beta)   -7.8 / -7.8 eV

=====

[3]
DFT (wB97M-V/def2-TZVPD) results for a structure of composition C34H39N2O6PRuS2Se2.

Element x y z (Å)
1 Ru -0.3180 -0.0501 0.1940
2 O 1.0557 0.4660 1.7529
3 C 1.0565 1.6351 2.5812
4 C -0.3664 2.0739 2.9185
5 C -0.2622 2.9465 4.1818
6 O 0.5970 4.0781 4.0605
7 C -1.2133 0.8547 3.3237
8 Se -2.0682 -0.1704 1.8774
9 C -1.0117 2.9102 1.8077
10 Se -0.6206 2.3752 -0.0407
11 H 1.9543 0.1650 1.5853
12 H 1.5912 2.4428 2.0722
13 H 1.5815 1.3615 3.5062
14 H 0.0476 2.3227 5.0305
15 H -1.2509 3.3467 4.4069
16 H 1.5078 3.7759 4.0035
17 H -2.0306 1.1936 3.9652
18 H -0.5913 0.1859 3.9236
19 H -0.6636 3.9390 1.8993
20 H -2.0925 2.8949 1.9504
21 C 3.8508 1.5892 -2.2188
22 C 2.4947 2.2744 -2.2368
23 S 1.0871 1.1482 -2.3576
24 O 1.4078 0.0261 -1.3862
25 C 1.4053 0.4479 -4.0187
26 C 2.1529 -0.8737 -3.9967
27 H 4.6095 2.2705 -1.8338
28 H 4.1599 1.2739 -3.2165
29 H 3.8190 0.7128 -1.5694
30 H 2.3813 2.9786 -3.0648
31 H 2.2862 2.8133 -1.3114
32 H 1.9302 1.2117 -4.5950
33 H 0.4153 0.3252 -4.4595
34 H 3.1250 -0.7743 -3.5199
35 H 2.3021 -1.2324 -5.0165
36 H 1.5899 -1.6266 -3.4452
37 O -0.6037 -4.9844 -1.4567
38 S -1.8049 -4.2318 -1.2377
39 O -2.8244 -4.7795 -0.4031
40 N -1.3579 -2.6682 -0.7294
41 C -1.7510 -1.7039 -1.6229
42 O -1.5004 -0.5137 -1.4756
43 C -2.4641 -2.2727 -2.7650
44 C -3.0275 -1.5804 -3.8230
45 C -3.6430 -2.3140 -4.8262
46 C -3.7083 -3.7041 -4.7672
47 C -3.1582 -4.3986 -3.6990
48 C -2.5300 -3.6509 -2.7236
49 H -2.9873 -0.4994 -3.8441
50 H -4.0882 -1.8001 -5.6677
51 H -4.1986 -4.2503 -5.5624
52 H -3.2196 -5.4769 -3.6340
53 N -0.3206 -2.3275 0.1822
54 P 0.8267 -3.3344 0.6904
55 C 1.9756 -3.9990 -0.5425
56 C 2.1944 -5.3598 -0.7431
57 C 3.0978 -5.7836 -1.7042
58 C 3.7824 -4.8544 -2.4755
59 C 3.5418 -3.4989 -2.3039
60 C 2.6303 -3.0672 -1.3499
61 C 1.8015 -2.3620 1.8594
62 C 3.1703 -2.1512 1.7258
63 C 3.8704 -1.4789 2.7236
64 C 3.2116 -1.0529 3.8662
65 C 1.8459 -1.2739 4.0061
66 C 1.1368 -1.9129 3.0042
67 C 0.2426 -4.6696 1.7641
68 C 1.1299 -5.6239 2.2658
69 C 0.6988 -6.5490 3.2014
70 C -0.6133 -6.5126 3.6594
71 C -1.4817 -5.5352 3.2013
72 C -1.0519 -4.6043 2.2649
73 H 1.6392 -6.0902 -0.1709
74 H 3.2613 -6.8429 -1.8568
75 H 4.4924 -5.1877 -3.2216
76 H 4.0604 -2.7755 -2.9200
77 H 2.4138 -2.0086 -1.2432
78 H 3.7000 -2.5081 0.8535
79 H 4.9339 -1.3099 2.6107
80 H 3.7618 -0.5481 4.6509
81 H 1.3280 -0.9313 4.8929
82 H 0.0611 -2.0246 3.0798
83 H 2.1628 -5.6360 1.9387
84 H 1.3876 -7.2925 3.5810
85 H -0.9485 -7.2345 4.3937
86 H -2.4940 -5.4814 3.5795
87 H -1.7152 -3.8053 1.9643

Atoms 1-2, force components in eV/Å:
0.342 -0.006 -0.309
-0.119 0.103 0.016

Summary:
Kohn-Sham gap   5.27 eV
Spin multiplicity   1
Calculated total energy   -7915.37863 a.u.
HOMO energy   -5.6 eV

=====

[4]
DFT (wB97M-V/def2-TZVPD) results for a structure of composition C34H39N5NiO3P2S.

Element x y z (Å)
1 Ni 0.6233 2.3463 -0.2871
2 C -2.1409 -0.6926 3.9915
3 C -1.0404 -1.0099 3.2679
4 C -0.8930 -1.1070 1.7844
5 C -1.8501 -0.2649 0.8755
6 C -3.1678 -0.8446 0.4197
7 C -4.0811 -1.4596 1.2015
8 C -3.8074 -2.1136 2.5057
9 C -3.5491 -1.1194 3.6859
10 C -0.5825 2.6439 -1.8623
11 H -1.9786 -0.1698 4.9556
12 H -0.0864 -1.2362 3.7714
13 H -0.8693 -2.1950 1.5419
14 H 0.1273 -0.6851 1.5888
15 H -1.9985 0.6795 1.4258
16 H -1.2800 -0.0136 -0.0350
17 H -3.3727 -0.5946 -0.6387
18 H -5.1049 -1.5311 0.8052
19 H -3.0201 -2.8724 2.4095
20 H -4.7478 -2.6034 2.7704
21 H -4.1527 -0.1957 3.5671
22 H -3.9147 -1.6556 4.5817
23 H -1.5924 2.2792 -1.6059
24 H -0.2336 2.1218 -2.7636
25 H -0.6946 3.7228 -2.0801
26 P 0.2239 -0.4628 -2.6278
27 P 2.6328 -0.3210 0.5244
28 N -0.8698 -1.9177 -2.9597
29 N 1.0773 -0.7792 -4.2265
30 N 2.4981 -2.0247 1.1376
31 N 4.4403 -0.4937 0.6915
32 C 1.3731 -1.5306 -1.6748
33 C 2.6361 -0.7974 -1.2338
34 C -2.1823 -1.7424 -3.4026
35 C -2.7175 -2.9954 -3.6986
36 C -1.7070 -3.9662 -3.4636
37 C -0.5743 -3.2810 -3.0183
38 C 1.0817 0.1625 -5.2551
39 C 1.7755 -0.3476 -6.3484
40 C 2.1885 -1.6701 -6.0029
41 C 1.7405 -1.9131 -4.7062
42 C 2.2696 -2.2795 2.4976
43 C 2.0252 -3.6472 2.6643
44 C 2.1696 -4.2741 1.3892
45 C 2.4924 -3.2627 0.4870
46 C 5.2616 -1.5499 1.1131
47 C 6.5765 -1.2430 0.8081
48 C 6.5737 0.0225 0.1675
49 C 5.2704 0.4470 0.0802
50 H 1.7123 -2.3865 -2.2718
51 H 0.7801 -1.9563 -0.8582
52 H 3.5010 -1.4380 -1.4740
53 H 2.7643 0.1290 -1.8145
54 H -2.5789 -0.7348 -3.4712
55 H -3.7180 -3.1783 -4.0465
56 H -1.7662 -5.0225 -3.6087
57 H 0.3931 -3.6778 -2.7464
58 H 0.5818 1.1063 -5.1045
59 H 1.9714 0.1659 -7.2822
60 H 2.7435 -2.3604 -6.6239
61 H 1.8452 -2.8105 -4.1136
62 H 2.3765 -1.4912 3.2244
63 H 1.7542 -4.1227 3.5759
64 H 2.0429 -5.3186 1.1838
65 H 2.6949 -3.3153 -0.5598
66 H 4.8311 -2.4332 1.5809
67 H 7.4344 -1.8726 1.0316
68 H 7.4397 0.5774 -0.1972
69 H 4.8202 1.3308 -0.3779
70 O 0.6096 5.7381 0.5254
71 C -0.3789 5.1248 0.9124
72 N -0.6700 3.7790 0.6179
73 S -2.2413 3.3783 1.1300
74 O -3.1070 3.1537 -0.0050
75 O -2.2083 2.4037 2.2199
76 C -2.5863 4.9130 1.9748
77 C -3.5999 5.2643 2.8877
78 C -3.5258 6.4732 3.5843
79 C -2.4195 7.3056 3.3570
80 C -1.3929 6.9224 2.4783
81 C -1.4767 5.7126 1.7719
82 H -4.4060 4.5741 3.0915
83 H -4.2670 6.7605 4.3316
84 H -2.3153 8.2282 3.9166
85 H -0.4862 7.5152 2.3403

Atoms 1-2, force components in eV/Å:
-2.080 1.539 -0.041
1.263 -0.641 -0.089

Summary:
Kohn-Sham gap (alpha / beta)   6.74 / 5.89 eV
Spin multiplicity   3
Calculated total energy   -4407.44012 a.u.
HOMO energy (alpha / beta)   -8.2 / -8.2 eV

=====

[5]
DFT (wB97M-V/def2-TZVPD) results for a structure of composition C34H40KN5OS3Se3Te.

Element x y z (Å)
1 K 1.2432 -2.0155 -2.1136
2 C -0.3571 -3.9749 0.3965
3 C -1.5228 -4.3338 1.2699
4 C -1.9776 -5.6471 1.3722
5 C -3.0718 -5.9795 2.1575
6 C -3.7440 -4.9938 2.8653
7 C -3.3084 -3.6804 2.7759
8 C -2.2112 -3.3490 1.9914
9 N -1.8044 -1.9823 1.9398
10 C -1.9957 -1.1900 0.8061
11 N -2.9170 -1.6622 -0.0843
12 C -2.8558 -1.2415 -1.4815
13 C -1.7869 -1.7029 -2.2482
14 C -1.8886 -1.3294 -3.6040
15 C -2.9431 -0.5847 -4.1225
16 C -3.9707 -0.1529 -3.2885
17 C -3.9367 -0.4813 -1.9345
18 C -5.0319 -0.0293 -1.0004
19 N -1.4072 -0.0583 0.6496
20 C -0.4287 0.2934 1.5878
21 C 0.8428 -0.2829 1.5340
22 C 1.8195 0.0460 2.4646
23 C 1.5440 0.9806 3.4517
24 C 0.2866 1.5748 3.4944
25 C -0.7090 1.2441 2.5844
26 C -2.0736 1.8665 2.6475
27 H 0.1044 -4.8664 -0.0267
28 H 0.4222 -3.4386 0.9421
29 H -0.6871 -3.3309 -0.4295
30 H -1.4560 -6.4191 0.8189
31 H -3.4003 -7.0104 2.2140
32 H -4.6018 -5.2432 3.4775
33 H -3.8131 -2.8831 3.3068
34 H -0.9455 -1.7667 2.4272
35 H -3.0716 -2.6560 -0.0031
36 H -1.1082 -1.6320 -4.3039
37 H -2.9665 -0.3295 -5.1789
38 H -4.8024 0.4244 -3.6842
39 H -5.7024 0.6735 -1.5029
40 H -4.6153 0.4516 -0.1122
41 H -5.6302 -0.8727 -0.6472
42 H 1.0710 -1.0053 0.7555
43 H 2.7877 -0.4381 2.3978
44 H 2.3000 1.2559 4.1777
45 H 0.0681 2.3121 4.2606
46 H -2.1542 2.5363 3.5055
47 H -2.8487 1.1005 2.7235
48 H -2.2628 2.4380 1.7369
49 C 4.8204 2.4425 2.5590
50 C 6.0802 1.8451 1.9282
51 S 6.2729 1.9010 0.1357
52 C 4.9280 0.8591 -0.4829
53 C 3.5243 1.4500 -0.4169
54 S 3.4206 3.0819 -1.1996
55 C 2.3827 4.0254 -0.0541
56 C 2.6473 3.8929 1.4439
57 S 4.3616 4.1183 2.0166
58 H 4.9716 2.4713 3.6411
59 H 3.9660 1.7939 2.3871
60 H 6.1688 0.8110 2.2736
61 H 6.9593 2.3815 2.2940
62 H 4.9283 -0.1117 0.0197
63 H 5.1973 0.6602 -1.5223
64 H 3.2061 1.5554 0.6158
65 H 2.8226 0.7491 -0.8750
66 H 1.3259 3.7998 -0.2129
67 H 2.5393 5.0611 -0.3647
68 H 2.2915 2.9357 1.8220
69 H 2.0434 4.6481 1.9508
70 Se 3.3248 -2.5921 0.3480
71 Se 4.3211 -3.6740 -1.4992
72 Te 4.5532 -2.0345 -3.4331
73 Se 2.6572 -2.4837 -5.0084
74 N -2.9692 2.7905 -1.4949
75 C -1.6322 2.8972 -1.2438
76 O -1.1832 3.5376 -0.3076
77 C -0.7639 2.2128 -2.2464
78 C -0.9631 2.3358 -3.6134
79 C -0.1049 1.6753 -4.4747
80 C 0.8946 0.8778 -3.9390
81 N 1.0758 0.7393 -2.6255
82 C 0.2745 1.4047 -1.8043
83 H -3.5618 3.0733 -0.7301
84 H -3.2645 1.9648 -2.0030
85 H -1.7778 2.9421 -3.9914
86 H -0.2211 1.7481 -5.5478
87 H 1.5609 0.2985 -4.5721
88 H 0.4403 1.2810 -0.7390

Atoms 1-2, force components in eV/Å:
-0.116 -0.126 -0.027
-0.025 -0.002 0.057

Summary:
Kohn-Sham gap   5.23 eV
Spin multiplicity   1
Calculated total energy   -10935.62111 a.u.
Charge   -2
HOMO energy   -1.3 eV

=====

> The highest spin multiplicity belongs to which entry?

C34H39FeIN6O4S